(1)
This record from the OMol25 dataset describes an isolated molecule of C2H2N2O. The level of theory is ωB97M-V with the def2-TZVPD basis set.

Last columns: bonded neighbours and bond lengths (Å).
Element x y z (Å)
1 C 0.81 0.10 -0.05  C2 1.375, H3 1.033, N6 1.304
2 C -0.47 0.60 0.02  C1 1.375, H4 0.994, N5 1.308
3 H 1.73 0.56 -0.03  C1 1.033
4 H -0.67 1.57 0.11  C2 0.994
5 N -1.43 -0.29 -0.06  C2 1.308, O7 1.286
6 N 0.73 -1.20 -0.01  C1 1.304, O7 1.429
7 O -0.69 -1.35 0.02  N5 1.286, N6 1.429

Properties
Max |F|: 6.42 eV/Å
HOMO-LUMO gap: 11.635 eV
E_LUMO: 0.02063 hartree
Net charge: 0
M: 70.051 g/mol
SMILES: c1cnon1
Energy above the lowest of the compared OMol25 structures with the same formula, charge and spin: 3.275 eV

Calculated atomic charges, method Mulliken, unit e: -0.0123 -0.3454 0.4302 0.4701 -0.2307 -0.2548 -0.0571

=====

(2)
This record from the OMol25 dataset describes a 2-piece molecular cluster, C2H2N2O overall. The level of theory is ωB97M-V with the def2-TZVPD basis set.

Last columns: bonded neighbours and bond lengths (Å).
Element x y z (Å)
1 C -1.26 0.66 0.95  N3 1.130
2 C 0.89 -0.63 -0.29  N4 1.319, O5 1.196, H6 1.121
3 N -1.93 1.01 1.79  C1 1.130
4 N -0.13 0.14 -0.61  C2 1.319, H7 1.003
5 O 1.16 -1.16 0.75  C2 1.196
6 H 1.50 -0.80 -1.22  C2 1.121
7 H -0.24 0.77 -1.38  N4 1.003

Properties
Max |F|: 7.94 eV/Å
HOMO-LUMO gap: 9.249 eV
E_LUMO: -0.07104 hartree
Net charge: 0
M: 70.051 g/mol
Energy above the lowest of the compared OMol25 structures with the same formula, charge and spin: 3.824 eV

Calculated atomic charges, method Mulliken, unit e: 0.1580 0.1745 -0.2613 -0.1976 -0.4675 0.3127 0.2812

=====

(3)
This record from the OMol25 dataset describes an isolated molecule of C2H2N2O. The level of theory is ωB97M-V with the def2-TZVPD basis set.

Last columns: bonded neighbours and bond lengths (Å).
Element x y z (Å)
1 C -0.55 -1.30 0.07  C2 1.375, N3 1.152
2 C 0.03 -0.10 -0.28  C1 1.375, N4 1.332, O5 1.537
3 N -1.00 -2.29 0.44  C1 1.152
4 N 0.31 1.03 0.38  C2 1.332, H6 0.988, H7 0.992
5 O 0.18 -0.10 -1.81  C2 1.537
6 H 0.65 0.86 1.29  N4 0.988
7 H 0.38 1.90 -0.09  N4 0.992

Properties
Max |F|: 11.90 eV/Å
HOMO-LUMO gap: 9.081 eV
E_LUMO: -0.04223 hartree
Net charge: 0
M: 70.051 g/mol
SMILES: N#CC(N)=O
Energy above the lowest of the compared OMol25 structures with the same formula, charge and spin: 2.797 eV

Calculated atomic charges, method Mulliken, unit e: 0.3263 0.3301 -0.2986 -0.3283 -0.5282 0.2460 0.2527

=====

(4)
This record from the OMol25 dataset describes a 2-piece molecular cluster, C2H2N2O2 overall. The level of theory is ωB97M-V with the def2-TZVPD basis set.

Last columns: bonded neighbours and bond lengths (Å).
Element x y z (Å)
1 O 2.72 0.26 0.19  C2 1.164
2 C 1.92 -0.56 0.00  O1 1.164, O6 1.168
3 N -0.29 1.20 0.69  C4 1.228, H7 1.012
4 C -1.13 0.32 0.51  N3 1.228, N5 1.222
5 N -1.94 -0.60 0.50  C4 1.222, H8 1.013
6 O 1.14 -1.41 -0.21  C2 1.168
7 H -0.44 2.10 0.27  N3 1.012
8 H -1.85 -1.31 -0.21  N5 1.013

Properties
Max |F|: 0.87 eV/Å
HOMO-LUMO gap: 11.255 eV
E_LUMO: 0.02024 hartree
Net charge: 0
M: 86.050 g/mol
SMILES: N=C=N.O=C=O
Energy above the lowest of the compared OMol25 structures with the same formula, charge and spin: 0.004 eV

Calculated atomic charges, method Mulliken, unit e: -0.3824 0.7772 -0.5421 0.5825 -0.5414 -0.4194 0.2411 0.2846

=====

(5)
This record from the OMol25 dataset describes a 2-piece molecular cluster, C2H2N2O2 overall. The level of theory is ωB97M-V with the def2-TZVPD basis set.

Last columns: bonded neighbours and bond lengths (Å).
Element x y z (Å)
1 C 1.14 -2.19 0.12  N3 1.161, O6 1.137
2 C -0.67 1.56 -0.19  N4 1.198, O5 1.171
3 N 0.06 -2.22 0.56  C1 1.161, H7 1.018
4 N -0.62 2.71 -0.52  C2 1.198, H8 1.101
5 O -0.30 0.47 0.06  C2 1.171
6 O 2.15 -2.44 -0.33  C1 1.137
7 H -0.48 -1.48 1.01  N3 1.018
8 H -1.27 3.58 -0.71  N4 1.101

Properties
Max |F|: 5.70 eV/Å
HOMO-LUMO gap: 10.966 eV
E_LUMO: 0.01332 hartree
Net charge: 0
M: 86.050 g/mol
SMILES: N=C=O.N=C=O
Energy above the lowest of the compared OMol25 structures with the same formula, charge and spin: 0.824 eV

Calculated atomic charges, method Mulliken, unit e: 0.4982 0.4401 -0.4305 -0.3932 -0.4034 -0.3848 0.3550 0.3186

=====

(6)
This record from the OMol25 dataset describes a 2-piece molecular cluster, C2H2N2O2S overall. The level of theory is ωB97M-V with the def2-TZVPD basis set.

Last columns: bonded neighbours and bond lengths (Å).
Element x y z (Å)
1 C -0.11 -1.89 -0.46  N3 1.206, S7 1.539
2 C -1.14 1.07 0.09  O5 1.162, O6 1.193
3 N 0.50 -1.38 -1.37  C1 1.206, H8 0.976
4 N 1.11 1.68 0.63  O6 1.372, H9 1.109
5 O -2.21 0.94 -0.33  C2 1.162
6 O -0.23 1.43 0.78  C2 1.193, N4 1.372
7 S -0.64 -2.10 0.96  C1 1.539
8 H 1.25 -1.55 -1.98  N3 0.976
9 H 1.46 1.81 1.68  N4 1.109

Properties
Max |F|: 4.86 eV/Å
HOMO-LUMO gap: 7.875 eV
E_LUMO: -0.00283 hartree
Net charge: 0
M: 118.117 g/mol
Energy above the lowest of the compared OMol25 structures with the same formula, charge and spin: 5.598 eV

Calculated atomic charges, method Mulliken, unit e: 0.4581 0.6773 -0.3541 -0.5675 -0.2986 -0.0140 -0.3326 0.2553 0.1760

=====

(7)
This record from the OMol25 dataset describes an isolated molecule of C2H2N2O2S. The level of theory is ωB97M-V with the def2-TZVPD basis set.

Last columns: bonded neighbours and bond lengths (Å).
Element x y z (Å)
1 C -0.96 -0.56 1.81  N3 1.146, S7 1.632
2 C 0.99 -0.06 -0.40  N4 1.490, S7 2.183, H8 1.029, H9 1.083
3 N -1.86 -1.24 2.01  C1 1.146
4 N -0.07 0.50 -1.27  C2 1.490, O5 1.198, O6 1.216
5 O 0.13 1.59 -1.75  N4 1.198
6 O -1.12 -0.09 -1.37  N4 1.216
7 S 0.17 0.58 1.51  C1 1.632, C2 2.183
8 H 0.70 -1.02 -0.15  C2 1.029
9 H 2.01 0.30 -0.39  C2 1.083

Properties
Max |F|: 4.42 eV/Å
HOMO-LUMO gap: 8.576 eV
E_LUMO: -0.07012 hartree
Net charge: 0
M: 118.117 g/mol
SMILES: N#CSC[N+](=O)[O-]
Energy above the lowest of the compared OMol25 structures with the same formula, charge and spin: 4.579 eV

Calculated atomic charges, method Mulliken, unit e: 0.4087 -0.7365 -0.3294 0.8828 -0.5162 -0.4719 -0.0932 0.4681 0.3876

=====

(8)
This record from the OMol25 dataset describes an isolated molecule of C2H2N2O2S. The level of theory is ωB97M-V with the def2-TZVPD basis set.

Last columns: bonded neighbours and bond lengths (Å).
Element x y z (Å)
1 C -1.23 -1.73 -0.44  N3 1.401, N4 1.170
2 C 0.04 0.68 -0.72  N3 1.519, O5 1.150, H8 1.106
3 N -0.17 -0.81 -0.48  C1 1.401, C2 1.519, S7 1.787
4 N -2.30 -2.13 -0.20  C1 1.170, O6 1.194
5 O 1.10 1.12 -0.62  C2 1.150
6 O -3.34 -2.69 -0.03  N4 1.194
7 S 1.12 -1.47 0.55  N3 1.787, H9 1.413
8 H -0.84 1.29 -1.00  C2 1.106
9 H 2.14 -1.72 -0.40  S7 1.413

Properties
Max |F|: 4.62 eV/Å
HOMO-LUMO gap: 9.566 eV
E_LUMO: 0.01278 hartree
Net charge: 0
M: 118.117 g/mol
SMILES: O=CN(S)C#[N+][O-]
Energy above the lowest of the compared OMol25 structures with the same formula, charge and spin: 4.359 eV

Calculated atomic charges, method Mulliken, unit e: 0.1703 0.1209 -0.1566 0.5101 -0.3509 -0.6477 -0.1688 0.3508 0.1719